{
  "formula": "C56H149N11O19",
  "method": "ωB97M-V/def2-TZVPD",
  "relative_energy_kcal_mol": 48.3,
  "energy_ev": -115768.1847,
  "e_lumo_ev": 0.251,
  "homo_lumo_gap_ev": 8.180,
  "elements": ["C", "C", "O", "O", "H", "H", "H", "H", "H", "H", "C", "C", "O", "O", "H", "H", "H", "H", "H", "H", "C", "O", "C", "C", "N", "C", "C", "O", "C", "H", "H", "H", "H", "H", "H", "H", "H", "H", "H", "H", "H", "H", "H", "H", "C", "O", "C", "C", "N", "C", "C", "O", "C", "H", "H", "H", "H", "H", "H", "H", "H", "H", "H", "H", "H", "H", "H", "H", "C", "O", "C", "C", "N", "C", "C", "O", "C", "H", "H", "H", "H", "H", "H", "H", "H", "H", "H", "H", "H", "H", "H", "H", "C", "O", "C", "C", "N", "C", "C", "O", "C", "H", "H", "H", "H", "H", "H", "H", "H", "H", "H", "H", "H", "H", "H", "H", "C", "C", "C", "O", "C", "N", "H", "H", "H", "H", "H", "H", "H", "H", "H", "H", "H", "C", "C", "C", "O", "C", "N", "H", "H", "H", "H", "H", "H", "H", "H", "H", "H", "H", "C", "C", "C", "O", "C", "N", "H", "H", "H", "H", "H", "H", "H", "H", "H", "H", "H", "C", "C", "C", "O", "C", "N", "H", "H", "H", "H", "H", "H", "H", "H", "H", "H", "H", "C", "C", "C", "O", "C", "N", "H", "H", "H", "H", "H", "H", "H", "H", "H", "H", "H", "C", "C", "C", "O", "C", "N", "H", "H", "H", "H", "H", "H", "H", "H", "H", "H", "H", "C", "C", "C", "O", "C", "N", "H", "H", "H", "H", "H", "H", "H", "H", "H", "H", "H"],
  "positions_angstrom": [[1.665, 5.392, 2.849], [3.106, 5.368, 2.398], [3.410, 6.530, 1.668], [0.839, 5.014, 1.818], [1.379, 6.384, 3.197], [1.484, 4.716, 3.685], [3.371, 4.437, 1.896], [3.700, 5.427, 3.310], [4.364, 6.539, 1.772], [0.894, 5.661, 1.111], [4.767, -2.908, 2.827], [3.839, -3.703, 1.927], [4.564, -4.248, 0.830], [5.925, -3.580, 3.254], [4.170, -2.618, 3.692], [5.150, -2.027, 2.313], [2.896, -3.267, 1.598], [3.500, -4.567, 2.500], [5.084, -5.015, 1.082], [6.323, -3.141, 4.009], [1.520, 1.763, 1.240], [2.135, 0.553, 1.603], [2.970, -0.130, 0.675], [2.331, -0.336, -0.739], [1.094, -1.117, -0.752], [0.330, -0.980, -2.046], [-0.382, 0.424, -2.204], [-1.307, 0.561, -1.078], [-2.223, 1.615, -1.183], [2.180, 2.539, 0.852], [1.107, 2.153, 2.170], [0.618, 1.663, 0.637], [3.182, -1.085, 1.156], [3.925, 0.369, 0.511], [3.024, -0.760, -1.466], [2.156, 0.711, -0.987], [0.429, -0.758, -0.082], [-0.460, -1.728, -2.116], [0.996, -1.146, -2.893], [-1.006, 0.478, -3.096], [0.341, 1.239, -2.168], [-2.914, 1.564, -0.341], [-2.917, 1.407, -1.997], [-1.847, 2.626, -1.345], [0.120, -10.271, 0.447], [1.095, -9.358, 0.889], [1.737, -8.544, -0.098], [2.048, -7.184, 0.422], [2.990, -6.457, -0.406], [2.567, -6.316, -1.789], [1.292, -5.449, -2.095], [0.976, -5.304, -3.446], [-0.273, -4.628, -3.655], [-0.602, -9.832, -0.242], [-0.488, -10.580, 1.297], [0.678, -11.110, 0.033], [0.989, -8.456, -0.887], [2.531, -9.175, -0.495], [2.408, -7.153, 1.450], [1.163, -6.548, 0.458], [3.349, -5.559, -0.115], [2.285, -7.284, -2.203], [3.442, -5.951, -2.327], [1.305, -4.487, -1.582], [0.490, -6.040, -1.654], [-0.539, -4.623, -4.712], [0.021, -3.608, -3.407], [-1.055, -5.033, -3.013], [1.985, 0.387, 4.533], [0.669, 0.211, 5.112], [0.571, 1.198, 6.174], [1.063, 0.666, 7.528], [0.121, -0.149, 8.257], [-0.416, -1.289, 7.517], [0.483, -2.409, 7.151], [1.207, -2.877, 8.283], [1.949, -4.062, 8.003], [2.738, 0.131, 5.278], [2.357, 1.370, 4.246], [2.084, -0.361, 3.746], [-0.486, 1.457, 6.220], [1.063, 2.146, 5.959], [1.411, 1.485, 8.157], [1.949, 0.042, 7.417], [0.647, -0.535, 9.028], [-0.907, -1.051, 6.574], [-1.215, -1.642, 8.169], [1.215, -2.131, 6.393], [-0.146, -3.148, 6.654], [2.774, -4.186, 8.704], [2.392, -4.045, 7.007], [1.275, -4.918, 8.029], [-3.455, -0.859, 4.408], [-2.996, -0.412, 3.171], [-2.008, 0.555, 3.120], [-2.282, 1.883, 3.937], [-3.098, 2.897, 3.199], [-4.425, 2.386, 2.809], [-4.959, 3.513, 1.862], [-4.402, 3.327, 0.605], [-4.934, 4.248, -0.417], [-4.245, -1.551, 4.116], [-3.922, -0.118, 5.057], [-2.654, -1.366, 4.948], [-1.819, 0.729, 2.060], [-1.141, 0.060, 3.557], [-1.289, 2.308, 4.080], [-2.709, 1.676, 4.919], [-2.613, 2.802, 2.318], [-5.032, 2.210, 3.698], [-4.362, 1.475, 2.214], [-4.692, 4.533, 2.139], [-6.039, 3.415, 1.759], [-4.836, 5.295, -0.129], [-5.992, 4.098, -0.632], [-4.323, 4.031, -1.293], [6.960, 1.451, -0.565], [7.855, 1.541, -1.819], [8.783, 2.749, -1.830], [9.587, 2.914, -3.023], [10.379, 4.103, -2.976], [8.691, 0.347, -1.824], [7.508, 1.160, 0.331], [6.121, 0.784, -0.765], [6.463, 2.408, -0.407], [7.240, 1.549, -2.719], [9.382, 2.767, -0.919], [8.181, 3.656, -1.775], [9.703, 4.958, -2.982], [10.953, 4.115, -3.902], [11.104, 4.103, -2.162], [9.395, 0.390, -2.547], [9.274, 0.187, -1.015], [-4.643, 9.015, -0.655], [-4.762, 8.376, 0.770], [-3.512, 7.664, 1.324], [-3.110, 6.700, 0.329], [-2.059, 5.893, 0.700], [-5.270, 9.468, 1.632], [-5.606, 9.352, -1.038], [-4.337, 8.300, -1.418], [-3.950, 9.857, -0.667], [-5.614, 7.700, 0.695], [-3.635, 7.102, 2.249], [-2.773, 8.449, 1.486], [-2.213, 5.470, 1.693], [-1.100, 6.381, 0.532], [-1.944, 5.043, 0.028], [-6.040, 9.928, 1.167], [-4.559, 10.183, 1.687], [-3.440, -1.929, -1.844], [-3.730, -1.721, -0.374], [-4.760, -2.751, 0.265], [-5.900, -2.796, -0.575], [-6.739, -3.847, -0.254], [-2.455, -1.712, 0.341], [-4.344, -2.042, -2.443], [-2.864, -2.829, -2.059], [-2.777, -1.131, -2.178], [-4.183, -0.730, -0.392], [-5.111, -2.389, 1.231], [-4.222, -3.690, 0.395], [-7.574, -3.872, -0.955], [-7.165, -3.708, 0.740], [-6.176, -4.780, -0.274], [-2.665, -1.330, 1.252], [-1.896, -0.994, -0.098], [-6.608, 1.144, -2.375], [-6.031, 0.690, -3.703], [-6.491, -0.718, -4.136], [-5.786, -1.029, -5.302], [-6.587, -1.738, -6.203], [-6.257, 1.662, -4.771], [-6.391, 0.387, -1.622], [-7.687, 1.301, -2.359], [-6.078, 2.052, -2.089], [-4.949, 0.703, -3.574], [-7.566, -0.628, -4.289], [-6.348, -1.488, -3.378], [-7.039, -2.586, -5.689], [-6.045, -2.144, -7.058], [-7.319, -1.076, -6.665], [-7.258, 1.693, -4.900], [-5.877, 1.235, -5.603], [0.110, -2.755, 2.490], [0.049, -4.074, 1.762], [-1.015, -5.161, 2.345], [-0.719, -5.290, 3.795], [0.318, -6.222, 4.093], [-0.282, -3.773, 0.400], [-0.914, -2.382, 2.502], [0.741, -2.024, 1.985], [0.381, -2.930, 3.531], [1.029, -4.509, 1.956], [-0.925, -6.134, 1.862], [-2.019, -4.812, 2.105], [1.316, -6.034, 3.698], [0.052, -7.186, 3.659], [0.451, -6.310, 5.172], [0.389, -3.103, 0.053], [-1.185, -3.322, 0.436], [0.784, -1.968, -7.531], [0.795, -0.491, -7.013], [-0.003, -0.335, -5.741], [0.061, 0.979, -5.236], [-0.812, 1.853, -5.960], [2.186, -0.134, -6.772], [-0.231, -2.354, -7.624], [1.391, -2.586, -6.868], [1.159, -1.947, -8.554], [0.420, 0.168, -7.796], [0.376, -1.009, -4.972], [-1.033, -0.631, -5.938], [-0.486, 1.988, -6.992], [-0.883, 2.852, -5.531], [-1.838, 1.487, -5.924], [2.585, -0.697, -6.035], [2.273, 0.820, -6.454], [3.679, 2.003, -3.471], [2.732, 3.021, -4.096], [3.156, 4.481, -3.851], [3.156, 5.023, -2.529], [1.970, 4.754, -1.749], [2.780, 2.754, -5.551], [4.713, 2.073, -3.810], [3.386, 1.029, -3.865], [3.690, 1.934, -2.384], [1.735, 2.929, -3.666], [2.599, 5.176, -4.479], [4.144, 4.625, -4.288], [2.028, 5.242, -0.776], [1.964, 3.677, -1.578], [1.027, 5.116, -2.157], [2.134, 3.438, -5.920], [3.651, 2.982, -6.009]],
  "forces_ev_per_a": [[0.6, 0.2, 0.3], [-0.1, 0.1, 2.0], [0.3, -0.1, -0.5], [-1.4, -0.8, -1.3], [0.3, 0.3, 0.2], [0.2, -0.2, -0.1], [-0.2, -0.1, -0.3], [0.2, -0.3, 0.3], [0.2, 0.7, -0.6], [0.0, 0.1, 0.0], [-0.5, 1.6, 0.1], [1.3, -2.2, 0.6], [-0.3, 0.7, -1.0], [0.1, -1.5, -0.2], [-0.1, 0.3, 0.1], [-0.5, 0.4, -0.2], [0.5, 0.7, -0.2], [-0.2, -0.1, 0.5], [0.0, 0.1, 0.4], [-0.2, 0.1, -0.1], [-0.6, 0.4, 0.8], [0.3, -0.4, -0.6], [-0.7, -0.9, -0.9], [-0.3, 0.8, 1.3], [-0.6, 0.0, -1.3], [-0.1, 1.3, 0.5], [-0.5, -1.0, 1.1], [1.5, 0.0, -0.2], [-1.4, -0.5, -0.4], [0.2, -0.2, -0.3], [0.2, 0.1, 0.2], [0.1, -0.3, -0.7], [0.0, 0.0, 0.0], [0.1, 0.4, 0.1], [0.2, 0.0, 0.2], [-0.1, 0.3, -0.8], [0.2, 0.1, 0.6], [0.1, -0.2, 0.3], [0.1, 0.1, 0.1], [0.4, -0.1, -0.3], [0.0, 0.2, -0.2], [0.5, 0.3, 0.5], [0.0, 0.0, -0.7], [0.5, 0.0, 0.3], [0.5, 0.2, 0.1], [-0.2, 1.1, 1.2], [-1.6, -1.9, -0.3], [0.4, 2.1, 0.8], [0.3, -0.6, -1.5], [-0.3, 0.4, -1.2], [0.1, -0.7, 1.3], [0.2, -0.7, -1.3], [1.7, 0.4, 0.4], [0.2, 0.1, -0.5], [0.4, -0.1, 0.2], [-0.6, -0.4, -0.4], [0.1, 0.2, -0.5], [0.7, 0.7, -0.1], [0.2, -0.6, 0.1], [-0.9, -0.5, 0.2], [-0.3, -0.1, 0.8], [0.5, -0.2, -0.1], [-0.1, 0.1, -0.3], [0.2, 0.2, 0.1], [-0.4, 0.2, 0.5], [0.1, -0.5, 0.1], [-1.0, 0.5, 0.3], [-0.1, 0.1, 0.0], [0.3, -1.9, 0.7], [1.7, 2.3, 0.0], [-0.9, -0.8, 0.5], [0.7, -0.2, -0.4], [-0.6, 0.2, -0.3], [-0.9, 0.3, 0.6], [1.1, -0.4, -0.1], [0.1, -0.4, -0.1], [-0.4, 0.3, -0.2], [0.1, -0.4, 0.4], [-1.1, 0.4, -0.5], [-0.1, 0.5, -0.1], [-0.2, -0.1, 0.3], [0.4, -0.2, -0.4], [-0.3, 0.2, 0.1], [0.6, 0.2, -0.8], [-0.2, -0.1, 0.3], [0.0, 0.7, 0.1], [-0.1, -0.4, 0.0], [0.1, 0.3, -0.2], [-0.1, -0.6, 0.3], [-0.3, 0.1, 0.2], [0.0, 0.2, -0.2], [0.1, -0.2, 0.2], [-0.3, -0.6, -0.2], [-1.7, -0.1, -1.1], [0.6, 0.6, 1.8], [0.0, -0.5, -1.2], [0.8, -1.8, 0.4], [0.3, 1.9, -0.6], [-0.9, -0.8, 0.5], [0.0, 0.4, -2.2], [0.7, -0.9, 0.9], [0.1, -0.3, 0.5], [0.2, 0.4, -0.1], [0.0, -0.2, 0.2], [0.0, 0.4, -0.1], [0.6, 0.4, 0.0], [0.0, 0.2, 0.2], [0.0, -0.1, 0.0], [0.3, 1.0, -0.6], [-0.2, 0.2, -0.1], [-0.2, -0.2, 0.0], [-0.1, 0.0, 0.9], [-0.4, 0.2, 0.2], [0.4, -0.1, 0.2], [-0.1, -0.5, 0.1], [-0.2, 0.2, -0.1], [-0.4, 0.9, -0.9], [1.5, -0.5, 0.7], [-0.6, 1.7, -0.4], [-0.1, -0.8, 1.0], [-0.5, -0.8, -0.7], [0.2, -1.2, -0.9], [0.0, 0.0, -0.1], [0.3, -0.4, 0.1], [0.2, 0.3, 0.3], [0.0, -0.1, 0.0], [0.4, -0.3, 0.1], [-0.4, 0.3, 0.1], [0.2, 0.3, 0.3], [-0.1, 0.0, 0.0], [-0.2, 0.1, 0.3], [-0.2, 0.1, -0.6], [-0.5, 0.4, 0.7], [0.6, -1.2, -0.1], [-1.4, 1.1, -1.0], [-0.3, -0.1, -1.2], [-1.1, 1.3, -0.3], [0.9, -0.8, -0.2], [0.7, -0.5, 0.8], [-0.2, 0.2, 0.5], [0.4, -0.1, 0.1], [0.1, 0.0, 0.1], [0.2, -0.5, 0.1], [-0.5, 0.3, 0.3], [0.6, -0.1, 0.0], [0.4, 0.2, 0.3], [0.2, 0.5, 0.8], [-0.7, -0.2, -0.2], [-0.2, -0.2, -0.1], [0.2, 0.2, 0.2], [0.2, -1.0, -0.4], [-0.7, -0.5, -0.2], [0.9, 1.8, -0.9], [0.9, 0.4, -0.5], [-0.5, -0.4, 0.3], [-1.0, -0.1, 0.4], [0.0, 0.5, 0.0], [0.1, -0.4, 0.4], [-0.4, 0.3, -0.2], [-0.5, 0.3, 0.6], [0.3, 0.0, 0.4], [-0.2, -0.4, -0.2], [0.2, 0.0, -0.1], [-0.1, -0.1, 0.3], [-0.2, -0.3, 0.0], [0.2, -0.1, 0.6], [0.3, 0.1, -0.2], [0.4, -0.2, 0.1], [0.4, -0.3, 0.2], [0.2, 1.2, 0.9], [0.4, -0.2, -0.6], [-0.1, -0.4, -0.5], [-0.3, -0.1, 0.4], [0.0, -0.1, 0.1], [-0.1, 0.1, -0.2], [-0.3, 0.1, 0.1], [0.2, -0.5, 0.1], [-0.3, -0.1, -0.4], [0.2, 0.0, 0.2], [-0.4, 0.0, -0.1], [0.6, 0.1, 0.3], [-0.5, 0.0, 0.3], [-0.3, 0.3, -0.3], [0.1, 0.1, -0.3], [-1.2, -0.4, 1.4], [-0.7, -1.0, 0.8], [2.6, 1.5, 0.8], [-0.4, 0.1, -1.1], [-0.5, -0.4, -0.5], [0.3, -1.5, -0.7], [-0.1, 0.5, 0.1], [0.2, -0.1, 0.1], [0.3, 0.4, 0.2], [0.2, -0.5, -0.9], [0.4, 0.0, -0.1], [-0.2, 0.2, 0.8], [0.1, 0.7, -0.3], [-0.1, -0.3, 0.2], [-0.4, 0.1, 0.0], [0.0, 0.2, -0.3], [-0.2, 0.4, -0.4], [-0.5, 1.4, -0.1], [1.0, -1.3, 0.1], [-0.5, -0.2, -0.4], [-0.6, 0.9, 0.0], [0.1, -0.1, 0.2], [0.3, 0.2, -0.6], [-0.1, -0.1, 0.3], [0.0, -0.1, -0.2], [0.4, -0.2, 0.2], [-0.1, 0.0, 0.0], [0.2, 0.0, 0.0], [-0.4, 0.0, 0.1], [-0.1, -0.2, -0.1], [0.6, -0.1, 0.5], [-0.1, -0.3, -0.2], [0.0, -0.3, 0.1], [-0.1, 0.3, 0.1], [-0.1, -0.7, 0.0], [1.8, 0.4, 0.2], [0.1, 0.7, -0.2], [-0.5, -0.2, 0.4], [0.9, -0.3, -0.2], [-1.5, 0.6, 0.4], [0.1, 0.6, 0.0], [-0.3, -0.2, 0.2], [-0.1, 0.3, 0.0], [-0.2, -0.6, -0.6], [-0.9, -0.1, -0.2], [0.5, -0.2, 0.6], [0.7, 0.1, -0.1], [-0.5, -0.1, 0.1], [0.0, -0.1, -0.7], [-0.3, -0.1, -0.7], [0.6, 0.0, 0.5]]
}